--- a ---
A cluster of 3 separate species, C4H8O2 in total. Source: OMol25; level of theory: ωB97M-V/def2-TZVPD.

Kohn-Sham gap (spin up / spin down)   5.96 / 8.01 eV
Charge   -1
Highest occupied orbital energy (spin up / spin down)   -0.063 / -0.143 Ha
Spin multiplicity   2
Molecular weight   88.1 g/mol
Expectation value of S²   0.7648

The geometry in XYZ format:
```
14
C4H8O2 ωB97M-V/def2-TZVPD
C 0.443 1.473 -1.411
C -0.138 0.782 -0.342
O -0.917 -0.207 -0.446
C 0.328 1.178 1.036
C 0.239 0.361 2.076
H 0.023 1.272 -2.388
H 0.863 2.456 -1.225
H 1.798 0.067 -1.474
H 0.831 2.144 1.053
H -0.235 -0.590 1.843
H 0.474 0.639 3.094
H -0.887 -3.473 -0.530
H -0.447 -2.015 -0.601
O -0.100 -2.923 -0.498
```

natural (NBO) atomic charge list, values in e, 2 entries: atom 1 (C): -0.623, atom 2 (C): 0.379

=====

--- b ---
A cluster of 2 separate species, C4H8O2 in total. Source: OMol25; level of theory: ωB97M-V/def2-TZVPD.

Kohn-Sham gap (spin up / spin down)   4.32 / 7.66 eV
Charge   -1
Highest occupied orbital energy (spin up / spin down)   -0.009 / -0.132 Ha
Spin multiplicity   2
Molecular weight   88.1 g/mol
Expectation value of S²   0.7541

The geometry in XYZ format:
```
14
C4H8O2 ωB97M-V/def2-TZVPD
O -1.597 -0.453 0.309
C -2.879 -0.630 0.328
H -3.261 -1.648 0.209
H -3.563 0.231 0.354
O -0.672 0.199 -1.846
C -0.017 -0.146 -0.867
C 1.058 0.857 -0.320
C 1.934 0.131 0.700
H 0.383 -1.170 -0.669
H 0.514 1.681 0.151
H 1.623 1.327 -1.140
H 1.318 -0.421 1.416
H 2.697 0.715 1.212
H 2.462 -0.674 0.162
```

natural (NBO) atomic charge list, values in e, 2 entries: atom 1 (O): -0.768, atom 2 (C): -0.185

=====

Most stable: b

=====

--- a ---
An isolated molecule of CH3NSi. Source: OMol25; level of theory: ωB97M-V/def2-TZVPD.

Kohn-Sham gap   11.71 eV
Highest occupied orbital energy   -0.421 Ha
Molecular weight   57.1 g/mol
SMILES string   N#C[SiH3]

The geometry in XYZ format:
```
6
CH3NSi ωB97M-V/def2-TZVPD
N 2.478 -0.050 -0.040
C 1.241 -0.048 0.147
Si -0.568 -0.050 0.026
H -1.399 -0.240 1.289
H -0.409 1.304 -0.388
H -1.342 -0.916 -1.033
```

natural (NBO) atomic charge list, values in e, 2 entries: atom 1 (N): -0.257, atom 2 (C): -0.177

=====

--- b ---
A cluster of 2 separate species, CH3NSi in total. Source: OMol25; level of theory: ωB97M-V/def2-TZVPD.

Kohn-Sham gap (spin up / spin down)   6.48 / 6.48 eV
Highest occupied orbital energy (spin up / spin down)   -0.349 / -0.349 Ha
Molecular weight   57.1 g/mol

The geometry in XYZ format:
```
6
CH3NSi ωB97M-V/def2-TZVPD
C -0.654 0.423 -1.856
N -0.847 0.918 -2.919
Si 0.336 -0.271 1.242
H -1.092 -0.359 1.485
H 1.059 -1.504 0.993
H 1.198 0.793 1.055
```

natural (NBO) atomic charge list, values in e, 2 entries: atom 1 (C): -0.117, atom 2 (N): -0.566

=====

Most stable: a

=====

--- a ---
A cluster of 2 separate species, CH3BrOS in total. Source: OMol25; level of theory: ωB97M-V/def2-TZVPD.

Kohn-Sham gap (spin up / spin down)   7.72 / 7.75 eV
Highest occupied orbital energy (spin up / spin down)   -0.337 / -0.337 Ha
Molecular weight   143.0 g/mol
SMILES string   CBr.O=S

The geometry in XYZ format:
```
7
CH3BrOS ωB97M-V/def2-TZVPD
C 1.301 0.737 -0.003
Br -0.070 -0.553 -0.313
H 1.880 0.361 0.831
H 0.799 1.817 0.216
H 2.068 0.710 -0.746
O -2.483 -2.058 0.079
S -3.495 -1.015 -0.063
```

natural (NBO) atomic charge list, values in e, 2 entries: atom 1 (C): -0.686, atom 2 (Br): 0.015

=====

--- b ---
An isolated molecule of CH3BrOS. Source: OMol25; level of theory: ωB97M-V/def2-TZVPD.

Kohn-Sham gap   9.50 eV
Highest occupied orbital energy   -0.365 Ha
Molecular weight   143.0 g/mol

The geometry in XYZ format:
```
7
CH3BrOS ωB97M-V/def2-TZVPD
C 0.209 -0.105 0.082
O 1.737 -2.240 -0.381
S 1.701 -1.071 0.524
Br 3.206 0.457 -0.279
H -0.522 -0.499 0.813
H -0.288 -0.510 -0.889
H 0.410 0.816 0.421
```

natural (NBO) atomic charge list, values in e, 2 entries: atom 1 (C): -0.826, atom 2 (O): -0.887

=====

Most stable: b

=====

--- a ---
An isolated molecule of C5H7NS. Source: OMol25; level of theory: ωB97M-V/def2-TZVPD.

Kohn-Sham gap (spin up / spin down)   5.71 / 5.77 eV
Highest occupied orbital energy (spin up / spin down)   -0.311 / -0.314 Ha
Molecular weight   113.2 g/mol

The geometry in XYZ format:
```
14
C5H7NS ωB97M-V/def2-TZVPD
C 1.902 0.220 0.516
C -0.217 0.579 1.645
C 0.538 0.208 0.416
C -0.862 -1.151 -1.227
C -0.070 0.128 -1.036
N 3.033 0.465 0.601
S -0.143 2.390 1.826
H -1.357 0.307 1.743
H 0.386 0.170 2.457
H -0.270 -2.092 -1.122
H -1.397 -0.964 -2.219
H -1.595 -1.455 -0.453
H -0.666 1.008 -1.365
H 0.718 0.187 -1.783
```

natural (NBO) atomic charge list, values in e, 2 entries: atom 1 (C): 0.163, atom 2 (C): -0.605

=====

--- b ---
A structure of composition C5H7NS. Source: OMol25; level of theory: ωB97M-V/def2-TZVPD.

Kohn-Sham gap   8.89 eV
Highest occupied orbital energy   -0.323 Ha
Molecular weight   113.2 g/mol

The geometry in XYZ format:
```
14
C5H7NS ωB97M-V/def2-TZVPD
C 0.586 0.785 0.197
C -1.315 -1.470 -0.011
C -0.456 -0.785 -1.069
C 0.156 -1.843 -0.095
C 0.791 2.260 0.495
N -0.091 0.515 -0.816
S 1.310 -0.414 1.265
H -1.501 -0.891 0.957
H -1.977 -2.161 -0.375
H -0.681 -1.023 -2.143
H 0.713 -2.740 0.065
H 0.599 2.672 -0.510
H 1.789 2.514 0.823
H 0.077 2.582 1.217
```

natural (NBO) atomic charge list, values in e, 2 entries: atom 1 (C): 0.157, atom 2 (C): -0.462

=====

--- c ---
A structure of composition C5H7NS. Source: OMol25; level of theory: ωB97M-V/def2-TZVPD.

Kohn-Sham gap   9.27 eV
Highest occupied orbital energy   -0.306 Ha
Molecular weight   113.2 g/mol

The geometry in XYZ format:
```
14
C5H7NS ωB97M-V/def2-TZVPD
C 1.356 0.344 0.335
C 0.587 0.460 -1.008
C 0.014 0.728 1.006
C -0.828 -0.487 0.602
C -0.440 -0.680 -0.803
H 2.137 1.081 0.458
H 1.770 -0.669 0.548
H 1.083 0.559 -1.940
H -0.032 1.039 2.030
H -0.967 -1.328 1.329
H -2.403 -1.103 -0.495
H -0.239 -1.644 -1.254
N -1.805 -0.274 -0.474
S -0.232 1.973 -0.332
```

natural (NBO) atomic charge list, values in e, 2 entries: atom 1 (C): -0.396, atom 2 (C): -0.313

=====

Most stable: c

=====

--- a ---
A cluster of 2 separate species, C5H7NS in total. Source: OMol25; level of theory: ωB97M-V/def2-TZVPD.

Kohn-Sham gap (spin up / spin down)   7.33 / 7.35 eV
Highest occupied orbital energy (spin up / spin down)   -0.290 / -0.291 Ha
Molecular weight   113.2 g/mol

The geometry in XYZ format:
```
14
C5H7NS ωB97M-V/def2-TZVPD
C 3.115 -0.934 0.300
C -0.356 0.119 -0.625
C -1.346 0.479 0.184
C 0.923 0.587 -0.345
C -2.747 0.065 0.047
N 2.048 -1.357 -0.154
S 1.856 1.862 -0.101
H 3.985 -1.535 0.501
H 3.131 0.252 0.526
H -0.477 -0.557 -1.435
H -0.868 0.960 1.049
H -3.091 0.148 1.113
H -2.869 -0.840 -0.622
H -3.303 0.750 -0.437
```

natural (NBO) atomic charge list, values in e, 2 entries: atom 1 (C): -0.161, atom 2 (C): -0.374

=====

--- b ---
A structure of composition C5H7NS. Source: OMol25; level of theory: ωB97M-V/def2-TZVPD.

Kohn-Sham gap   9.40 eV
Highest occupied orbital energy   -0.314 Ha
Molecular weight   113.2 g/mol

The geometry in XYZ format:
```
14
C5H7NS ωB97M-V/def2-TZVPD
C -0.972 0.978 0.062
C -0.833 -0.185 -1.001
C -0.631 -0.127 1.119
C 0.823 -0.246 0.720
C 0.641 -0.294 -0.796
H -2.009 1.476 0.049
H -0.235 1.796 -0.174
H -1.098 -0.128 -1.993
H -0.893 -0.024 2.145
H 1.600 0.322 1.275
H 2.448 -1.155 -0.281
H 1.368 0.273 -1.264
N 1.390 -1.345 0.060
S -1.599 -1.341 0.079
```

natural (NBO) atomic charge list, values in e, 2 entries: atom 1 (C): -0.373, atom 2 (C): -0.377

=====

Most stable: b

=====

--- a ---
An isolated molecule of C5H5N3O3. Source: OMol25; level of theory: ωB97M-V/def2-TZVPD.

Kohn-Sham gap (spin up / spin down)   6.46 / 6.46 eV
Highest occupied orbital energy (spin up / spin down)   -0.283 / -0.283 Ha
Molecular weight   155.1 g/mol

The geometry in XYZ format:
```
16
C5H5N3O3 ωB97M-V/def2-TZVPD
C 0.182 -1.081 -1.079
C -0.567 1.776 -0.100
C 1.868 0.183 0.673
C -1.291 -0.384 0.703
C 1.086 -0.237 -0.368
N -1.132 -1.041 -0.513
N -1.429 1.071 0.423
N 2.533 0.180 -0.553
O 0.393 -1.736 -2.074
O -0.024 2.608 -0.730
O 2.138 0.341 1.813
H -2.214 -0.752 1.243
H -0.339 -0.494 1.228
H -2.032 -1.330 -0.870
H -2.449 1.401 0.680
H 3.276 -0.504 -0.476
```

natural (NBO) atomic charge list, values in e, 2 entries: atom 1 (C): 0.603, atom 2 (C): 0.913

=====

--- b ---
An isolated molecule of C5H5N3O3. Source: OMol25; level of theory: ωB97M-V/def2-TZVPD.

Kohn-Sham gap   7.64 eV
Highest occupied orbital energy   -0.312 Ha
Molecular weight   155.1 g/mol

The geometry in XYZ format:
```
16
C5H5N3O3 ωB97M-V/def2-TZVPD
C -1.042 0.300 -1.143
C 0.632 -1.187 -1.507
C 0.442 -0.109 0.664
C 1.885 -1.690 -1.982
C -1.503 1.403 0.983
N -0.420 -0.646 -1.734
N -0.568 0.571 0.251
N 0.987 -0.053 1.869
O 2.091 -2.274 -3.004
O 0.264 -0.618 2.685
O 2.062 0.448 2.095
H -1.958 0.751 -1.380
H 2.540 -1.502 -1.223
H -1.276 1.235 2.094
H -1.533 2.419 0.647
H -2.602 0.951 0.685
```

natural (NBO) atomic charge list, values in e, 2 entries: atom 1 (C): 0.029, atom 2 (C): 0.273

=====

Most stable: a